(1)
Computed, not measured: a 2-piece molecular cluster, C2H4O2 overall at a distorted geometry, with ωB97M-V/def2-TZVPD.

Element x y z (Å)
O (0.13, -2.92, -1.38)
O (0.75, 2.85, -0.16)
C (-0.18, 2.30, 0.47)
C (0.15, -2.19, -0.44)
H (-0.73, -1.61, -0.07)
H (1.14, -2.04, 0.06)
H (-1.21, 1.70, -0.02)
H (-0.05, 1.91, 1.54)

The HOMO-LUMO gap comes out at 10.37 eV. Its HOMO energy is -10.35 eV. The value obtained for the energy above the lowest of the compared OMol25 structures with the same formula, charge and spin is 73.0 kcal/mol. Its largest force on an atom is 4.747 eV Å⁻¹. The SMILES is C=O.C=O. The charge is 0.

(2)
Computed, not measured: one molecule with the formula C4H7N5OS at a distorted geometry, with ωB97M-V/def2-TZVPD.

Element x y z (Å)
S (0.14, 1.09, 0.99)
O (0.84, -2.37, -1.83)
N (2.19, -2.73, 0.53)
N (-2.12, 2.03, 2.20)
N (-2.22, 1.22, 0.00)
N (-1.46, 0.74, -0.97)
N (1.90, -1.48, -0.07)
C (-1.58, 1.47, 1.09)
C (-0.23, 0.59, -0.68)
C (0.81, 0.04, -1.58)
C (1.17, -1.39, -1.19)
H (3.10, -3.06, 0.20)
H (2.05, -0.69, 0.54)
H (-3.13, 2.07, 2.23)
H (1.71, 0.66, -1.55)
H (1.49, -3.39, 0.18)
H (-1.63, 1.94, 3.07)
H (0.40, 0.02, -2.59)

The HOMO-LUMO gap comes out at 9.29 eV. Its HOMO energy is -8.94 eV. The value obtained for the energy above the lowest of the compared OMol25 structures with the same formula, charge and spin is 5.9 kcal/mol. Its largest force on an atom is 1.648 eV Å⁻¹. The SMILES is NNC(=O)Cc1nnc(N)s1. The charge is 0.

(3)
Computed, not measured: an isolated ion of composition C3H3OS3 and charge -1 at a distorted geometry, with ωB97M-V/def2-TZVPD.

Element x y z (Å)
S (-2.45, 0.50, -0.72)
S (0.67, -2.01, -0.20)
S (1.45, 0.84, -0.50)
O (-2.20, -1.81, 0.55)
C (0.54, -0.29, 0.06)
C (-1.94, -0.65, 0.38)
C (-0.80, -0.01, 1.25)
H (-1.02, 1.06, 1.37)
H (1.61, -1.86, -1.30)
H (-0.51, -0.43, 2.23)

The HOMO-LUMO gap comes out at 6.53 eV. Its HOMO energy is -3.46 eV. The value obtained for the energy above the lowest of the compared OMol25 structures with the same formula, charge and spin is 0.0 kcal/mol. Its largest force on an atom is 5.325 eV Å⁻¹. The SMILES is [O-]C(=S)CC(=S)S. The charge is -1.

(4)
Computed, not measured: a 4-piece molecular cluster, C31H64BN2O11 overall at a distorted geometry, with ωB97M-V/def2-TZVPD.

Element x y z (Å)
O (-6.47, -3.69, 0.67)
O (0.72, 4.47, 3.51)
O (-7.73, -0.89, 0.93)
O (-5.67, -1.46, -1.25)
O (3.67, 3.87, 3.99)
O (2.71, -1.51, -2.78)
O (1.86, 4.78, 6.32)
O (3.83, -1.85, 1.85)
O (-2.55, -4.89, -3.55)
O (-1.46, -2.13, -2.72)
O (-2.79, -2.51, -5.44)
N (1.72, -1.45, 0.55)
N (4.49, 0.15, -1.06)
C (1.64, 6.00, 7.00)
C (0.75, 3.51, 4.57)
C (-3.38, -2.10, -4.21)
C (-0.18, -1.53, -2.67)
C (-3.71, -5.67, -3.27)
C (1.12, -2.72, 1.11)
C (5.33, 2.48, -0.33)
C (3.55, 0.71, -2.11)
C (-5.05, -1.83, -0.02)
C (6.56, 5.22, -1.07)
C (-2.20, -4.88, -4.92)
C (-1.75, -3.49, -5.37)
C (4.21, -1.28, -0.70)
C (4.43, 3.77, -0.49)
C (1.20, -0.38, 1.49)
C (-7.85, -0.56, -0.45)
C (6.87, 2.57, -0.56)
C (4.59, 1.10, 0.10)
C (-7.09, -1.55, -1.32)
C (4.20, 2.66, 3.51)
C (-5.14, -3.32, 0.32)
C (-2.46, -1.29, -3.29)
C (7.47, 3.97, -0.92)
C (-6.86, -4.94, 0.14)
C (3.14, 4.68, 2.95)
C (5.01, 5.15, -0.87)
C (3.66, -2.18, -1.92)
C (-7.53, 0.23, 1.77)
C (1.83, 5.35, 3.38)
C (0.66, 4.11, 5.97)
C (3.46, -0.37, -3.33)
B (3.21, -1.51, 0.57)
H (-6.78, 0.91, 1.35)
H (3.54, 2.20, 2.77)
H (5.43, 0.17, -1.52)
H (1.61, 2.85, 4.46)
H (-4.21, -1.44, -4.50)
H (4.50, -2.69, -2.52)
H (-8.91, -0.58, -0.70)
H (0.15, -0.05, 1.16)
H (-0.13, 2.88, 4.42)
H (-7.16, -0.13, 2.73)
H (1.39, 5.81, 8.05)
H (-4.50, -5.48, -4.00)
H (3.89, 5.45, 2.72)
H (-7.95, -5.01, 0.19)
H (4.77, -1.55, 1.81)
H (-6.43, -5.75, 0.75)
H (-0.21, 4.77, 6.02)
H (3.56, 1.44, 0.49)
H (1.97, 5.94, 4.29)
H (6.99, 6.25, -1.32)
H (-3.05, -0.87, -2.47)
H (1.56, 6.06, 2.60)
H (1.20, -0.81, 2.56)
H (2.95, 4.09, 2.04)
H (0.52, 3.30, 6.70)
H (1.51, -2.95, 2.18)
H (-3.45, -6.73, -3.26)
H (-7.34, -1.33, -2.36)
H (0.06, -1.03, -3.62)
H (5.19, 2.84, 3.07)
H (-3.04, -5.20, -5.55)
H (-0.92, -3.13, -4.76)
H (2.56, 6.59, 6.97)
H (-3.84, -2.94, -3.69)
H (-3.99, -1.59, -0.13)
H (-1.36, -3.58, -6.39)
H (0.55, -2.32, -2.51)
H (-0.03, -2.63, 1.18)
H (-4.08, -5.38, -2.28)
H (-2.02, -0.47, -3.87)
H (1.87, 0.55, 1.53)
H (2.52, 0.97, -1.70)
H (-4.78, -3.90, -0.53)
H (3.31, 3.64, -0.30)
H (5.21, 0.68, 0.96)
H (2.97, 0.08, -4.25)
H (5.23, -1.74, -0.40)
H (-7.42, -2.58, -1.15)
H (-1.38, -5.60, -5.06)
H (4.31, 6.04, -0.99)
H (0.85, 6.59, 6.53)
H (-4.51, -3.53, 1.19)
H (3.08, -3.06, -1.43)
H (4.30, 1.97, 4.35)
H (-0.13, -0.82, -1.84)
H (7.51, 1.64, -0.46)
H (-8.47, 0.75, 1.93)
H (4.52, -0.78, -3.57)
H (3.99, 1.66, -2.60)
H (-7.46, 0.45, -0.65)
H (-5.42, -1.21, 0.80)
H (-6.55, -5.05, -0.90)
H (8.59, 4.10, -1.07)
H (1.38, -3.60, 0.43)

The HOMO-LUMO gap comes out at 7.36 eV. Its HOMO energy is -10.37 eV. Its largest force on an atom is 4.949 eV Å⁻¹. The charge is +1.

(5)
Computed, not measured: a 2-piece molecular cluster, CH5NS overall at a distorted geometry, with ωB97M-V/def2-TZVPD.

Element x y z (Å)
S (2.57, 0.57, 0.24)
N (-1.19, -0.98, -0.42)
C (-1.34, 0.12, 0.18)
H (1.96, -0.10, -0.84)
H (-1.20, 1.19, -0.23)
H (-0.93, -0.78, -1.36)
H (1.94, 0.06, 1.31)
H (-1.81, -0.08, 1.11)

The HOMO-LUMO gap comes out at 10.66 eV. Its HOMO energy is -9.82 eV. The value obtained for the energy above the lowest of the compared OMol25 structures with the same formula, charge and spin is 17.0 kcal/mol. Its largest force on an atom is 1.766 eV Å⁻¹. The SMILES is C=N.S. The charge is 0.

(6)
Computed, not measured: a 9-piece molecular cluster, C31H52Br2O24 overall at a distorted geometry, with ωB97M-V/def2-TZVPD.

Element x y z (Å)
Br (30.62, -12.25, -13.32)
Br (29.00, -14.56, -10.99)
O (28.15, -22.48, -11.77)
O (33.15, -15.37, -1.89)
O (28.98, -20.70, -12.93)
O (35.32, -10.99, -15.58)
O (37.42, -9.22, -9.12)
O (29.78, -22.64, -13.32)
O (20.06, -12.83, -9.08)
O (35.93, -10.98, -9.05)
O (34.94, -17.70, -11.44)
O (34.83, -15.90, -10.07)
O (30.33, -10.13, -19.31)
O (22.16, -13.61, -8.44)
O (33.33, -15.92, -4.10)
O (29.57, -9.26, -21.21)
O (32.10, -14.19, -3.49)
O (29.83, -17.37, -18.01)
O (30.56, -7.99, -19.58)
O (36.48, -9.14, -15.96)
O (38.05, -11.43, -8.88)
O (20.70, -13.17, -6.92)
O (36.17, -15.93, -11.94)
O (36.00, -9.58, -13.87)
O (31.77, -16.48, -17.66)
O (31.33, -18.41, -16.53)
C (32.73, -15.49, -5.26)
C (30.97, -17.47, -17.31)
C (24.14, -13.43, -7.17)
C (34.01, -18.50, -10.68)
C (31.34, -8.27, -18.45)
C (28.89, -21.99, -12.59)
C (31.00, -14.48, -11.42)
C (36.79, -8.37, -13.75)
C (35.88, -9.97, -15.16)
C (36.32, -6.68, -15.65)
C (32.23, -13.03, -5.64)
C (22.81, -14.14, -7.30)
C (21.75, -13.83, -6.22)
C (30.88, -7.30, -17.32)
C (29.95, -24.02, -13.29)
C (36.72, -14.66, -11.83)
C (39.34, -11.27, -9.35)
C (28.10, -19.70, -12.43)
C (32.92, -15.15, -3.05)
C (20.92, -13.15, -8.22)
C (37.17, -10.43, -9.02)
C (31.96, -14.89, -19.36)
C (31.13, -9.76, -18.18)
C (37.05, -8.01, -15.24)
C (31.87, -14.35, -4.86)
C (31.04, -15.51, -18.29)
C (29.84, -16.27, -18.84)
C (35.26, -16.50, -11.00)
C (34.79, -10.14, -9.45)
C (30.09, -9.09, -20.17)
C (31.25, -14.09, -12.93)
H (31.86, -13.12, -6.66)
H (31.43, -13.71, -10.77)
H (30.84, -14.67, -5.04)
H (33.30, -12.82, -5.56)
H (31.58, -7.44, -16.49)
H (32.02, -10.36, -18.02)
H (37.41, -14.61, -10.98)
H (36.93, -5.79, -15.78)
H (37.32, -14.42, -12.71)
H (31.35, -14.33, -20.07)
H (30.56, -9.81, -17.26)
H (34.78, -9.79, -10.48)
H (30.14, -16.59, -19.84)
H (23.98, -12.41, -6.80)
H (21.48, -14.78, -5.75)
H (34.49, -19.32, -10.14)
H (32.36, -8.12, -18.80)
H (34.76, -9.25, -8.82)
H (24.71, -13.46, -8.10)
H (36.21, -7.53, -13.37)
H (33.29, -18.99, -11.34)
H (37.74, -8.50, -13.22)
H (32.27, -14.23, -13.31)
H (27.56, -19.99, -11.53)
H (30.74, -14.84, -13.54)
H (33.49, -15.18, -5.98)
H (35.79, -6.81, -16.59)
H (38.08, -8.14, -15.57)
H (32.59, -14.21, -18.80)
H (39.26, -11.30, -10.44)
H (35.96, -13.89, -11.70)
H (22.95, -15.22, -7.32)
H (35.52, -6.30, -15.00)
H (27.44, -19.33, -13.22)
H (31.39, -15.50, -11.32)
H (31.13, -6.31, -17.68)
H (30.74, -24.27, -12.58)
H (40.11, -12.02, -9.14)
H (29.01, -24.54, -13.08)
H (24.85, -13.85, -6.46)
H (32.49, -15.70, -19.87)
H (33.84, -10.66, -9.35)
H (32.19, -16.27, -5.79)
H (30.59, -14.83, -17.58)
H (39.71, -10.30, -9.03)
H (28.84, -18.92, -12.25)
H (31.63, -12.20, -5.26)
H (33.44, -17.91, -9.96)
H (28.96, -15.63, -18.81)
H (29.80, -7.23, -17.20)
H (30.16, -24.37, -14.30)
H (22.21, -13.26, -5.42)

The HOMO-LUMO gap comes out at 10.36 eV. Its HOMO energy is -10.43 eV. The value obtained for the energy above the lowest of the compared OMol25 structures with the same formula, charge and spin is 84.8 kcal/mol. Its largest force on an atom is 5.792 eV Å⁻¹. The SMILES is C[C@H]1COC(=O)O1.C[C@H]1COC(=O)O1.C[C@H]1COC(=O)O1.C[C@H]1COC(=O)O1.C[C@H]1COC(=O)O1.COC(=O)OC.COC(=O)OC.COC(=O)OC.BrCCBr. The charge is 0.

> The lowest largest force on an atom belongs to which entry?

C4H7N5OS